A molecular structure, C41H51EuN6PS2 at a distorted geometry, computed with ωB97M-V with the def2-TZVPD basis set.

Structure (XYZ):
```
102
Properties=species:S:1:pos:R:3:forces:R:3
Eu -0.105 -0.312 -0.486 0.998 -2.125 -1.594
N -0.755 -1.722 1.270 0.558 2.342 2.509
C -1.235 -2.965 0.838 -1.168 -1.900 -0.118
C -1.663 -3.915 1.772 -0.080 -0.307 -0.142
C -2.197 -5.127 1.345 0.036 0.066 -0.183
C -2.320 -5.385 -0.018 0.050 0.125 0.717
C -1.914 -4.428 -0.964 -0.300 -0.763 0.157
C -2.035 -4.664 -2.341 -0.300 -0.616 -0.891
C -1.624 -3.697 -3.249 0.290 0.632 0.445
C -1.103 -2.519 -2.750 -0.717 -1.361 -1.638
N -0.969 -2.254 -1.434 0.183 1.166 0.215
C -1.370 -3.194 -0.544 0.027 -0.459 1.409
H -0.094 -1.722 2.075 0.259 -1.073 -1.191
H -1.431 -1.137 1.800 -0.707 -0.570 -0.723
H -1.578 -3.715 2.837 0.061 0.090 -0.076
H -2.520 -5.868 2.071 0.065 0.131 -0.102
H -2.739 -6.335 -0.341 0.096 0.214 -0.104
H -2.448 -5.599 -2.709 0.037 0.073 0.233
H -1.708 -3.857 -4.317 0.039 0.080 0.064
H -0.765 -1.729 -3.413 -0.713 -1.594 0.142
C 5.309 -1.884 0.805 0.045 0.093 0.263
C 4.541 -2.390 -0.426 -0.092 -0.014 -0.041
C 4.422 -3.920 -0.361 -0.145 -0.301 0.023
C 5.301 -1.991 -1.700 0.051 0.158 -0.280
C 3.186 -1.787 -0.448 3.003 -1.276 0.078
C 2.095 -1.302 -0.465 -2.558 1.618 0.207
H 6.316 -2.314 0.848 -0.120 -0.005 -0.107
H 4.792 -2.151 1.735 0.056 -0.068 -0.326
H 5.411 -0.793 0.791 -0.037 -0.122 -0.084
H 5.410 -4.394 -0.343 -0.050 0.156 -0.007
H 3.877 -4.315 -1.226 0.079 0.151 0.128
H 3.882 -4.240 0.539 0.073 0.133 -0.132
H 6.308 -2.423 -1.713 -0.129 -0.006 0.099
H 5.403 -0.902 -1.780 -0.052 -0.158 0.089
H 4.779 -2.336 -2.601 0.023 0.007 0.206
C -2.557 3.481 -2.424 -0.378 0.273 -0.227
N -2.179 2.888 -1.141 0.677 0.341 0.110
C -0.729 2.896 -0.930 -3.219 0.657 0.325
C -2.873 1.776 -0.712 -1.286 0.396 -0.764
N -2.259 0.657 -0.506 -0.880 -0.220 -1.066
N -4.220 1.957 -0.509 0.496 0.262 -0.020
C -4.740 3.215 0.020 0.010 0.607 -0.284
C -5.156 0.845 -0.471 0.208 -0.471 -0.009
H -2.116 2.916 -3.253 0.015 0.010 0.030
H -2.202 4.515 -2.481 -0.008 -0.200 0.121
H -3.641 3.502 -2.572 0.200 -0.114 0.215
H -0.321 3.897 -1.111 -0.281 -0.141 -0.077
H -0.228 2.192 -1.603 0.028 -0.045 -0.648
H -0.486 2.633 0.106 -1.381 0.099 -0.489
H -2.913 -0.039 -0.152 -0.015 -0.115 0.056
H -3.958 3.821 0.489 -0.043 -0.243 -0.246
H -5.501 3.033 0.787 0.126 -0.191 -0.231
H -5.201 3.798 -0.783 -0.051 0.074 0.152
H -5.144 0.367 0.514 -0.153 -0.105 0.003
H -4.908 0.097 -1.232 0.060 0.125 0.128
H -6.177 1.185 -0.678 0.340 0.122 0.052
C 2.784 4.961 1.552 -0.125 -0.064 -0.051
C 2.124 4.415 0.456 -0.129 -0.221 0.194
C 1.427 3.210 0.587 1.421 0.446 0.677
C 1.381 2.530 1.815 0.521 0.453 -0.374
C 2.052 3.098 2.909 0.032 0.235 -0.050
C 2.748 4.304 2.779 -0.247 -0.323 -0.075
P 0.446 0.961 1.893 0.686 1.175 1.601
C 1.427 -0.101 3.005 0.562 -0.408 0.471
C 0.818 -0.966 3.928 0.141 -0.020 0.189
C 1.581 -1.805 4.747 -0.041 0.117 -0.283
C 2.968 -1.814 4.639 -0.103 0.050 -0.036
C 3.592 -0.995 3.704 -0.430 0.213 -0.093
C 2.827 -0.156 2.888 0.082 0.041 0.058
C -1.002 1.491 2.870 -0.774 -0.069 0.368
C -0.950 1.854 4.224 -0.166 0.066 0.161
C -2.101 2.262 4.905 0.301 -0.093 -0.299
C -3.323 2.318 4.241 -0.041 -0.026 -0.129
C -3.396 1.966 2.897 0.346 0.030 0.225
C -2.245 1.556 2.218 -0.142 0.126 0.460
H 3.325 5.898 1.452 -0.072 -0.148 0.008
H 2.147 4.925 -0.503 0.035 -0.087 0.102
H 0.918 2.806 -0.286 2.075 0.369 0.916
H 2.047 2.610 3.880 -0.010 -0.046 -0.179
H 3.261 4.727 3.638 -0.087 -0.107 -0.135
H -0.266 -1.006 4.020 0.097 0.187 0.135
H 1.086 -2.458 5.461 0.044 0.123 -0.138
H 3.561 -2.470 5.272 -0.102 0.110 -0.078
H 4.673 -1.012 3.599 -0.226 0.065 0.021
H 3.346 0.455 2.151 -0.189 -0.065 0.100
H -0.012 1.822 4.773 -0.078 -0.068 -0.121
H -2.039 2.539 5.954 0.021 -0.056 -0.181
H -4.217 2.639 4.770 0.136 -0.063 -0.054
H -4.347 2.011 2.372 0.159 -0.050 0.133
H -2.330 1.290 1.166 0.303 0.165 1.410
S 0.027 -0.075 -3.175 1.080 2.516 -1.291
C -0.044 0.180 -4.806 1.206 -0.280 -0.957
N 0.812 -0.407 -5.700 -0.833 0.758 1.609
C 0.476 -0.245 -7.090 0.181 -0.705 -0.718
C -0.272 1.068 -7.228 0.380 0.120 0.090
S -1.183 1.193 -5.662 -0.280 0.037 0.296
H 1.446 -1.125 -5.367 -0.099 0.157 -0.049
H -0.152 -1.094 -7.385 -0.023 0.141 -0.207
H 1.390 -0.263 -7.690 -0.174 0.057 0.005
H -0.935 1.086 -8.096 0.014 -0.056 0.300
H 0.426 1.910 -7.290 -0.153 -0.103 -0.006
H 0.743 1.564 -0.932 1.374 -0.336 -0.398
```
Positions in Å, forces in eV/Å.

Output
HOMO level (alpha / beta)	-0.236 / -0.350	Eh
charge	+1
F_max	3.48	eV/Å
multiplicity	7



2 unconnected molecules or ions with the total composition C2H4ClN3O at a distorted geometry, computed with ωB97M-V with the def2-TZVPD basis set.

Structure (XYZ):
```
11
Properties=species:S:1:pos:R:3:forces:R:3
O -0.416 1.886 0.161 -1.076 0.964 0.213
C 0.054 0.808 0.046 2.475 -0.233 -0.577
C 0.516 0.023 -1.226 0.827 1.280 -0.115
N 1.340 -1.009 -0.692 0.131 -1.243 1.507
N 1.367 -0.952 0.566 1.446 -1.712 -0.956
N 0.654 0.034 1.076 -1.345 1.592 1.835
H -0.335 -0.377 -1.750 -0.321 -0.235 -0.295
H 1.223 0.503 -2.004 -1.544 0.151 1.365
H 0.699 0.208 2.149 -0.184 -0.317 -2.985
Cl -2.528 -0.511 0.197 -0.421 -0.260 0.172
H -2.574 -0.612 1.477 0.012 0.012 -0.163
```
Positions in Å, forces in eV/Å.

Output
SMILES string	O=C1CN=NN1.Cl
energy above the lowest of the compared OMol25 structures with the same formula, charge and spin	11.5	kcal per mole
HOMO level	-0.354	Eh
F_max	3.01	eV/Å